a.
{
  "formula": "C2H7S2",
  "method": "ωB97M-V with the def2-TZVPD basis set",
  "e_lumo_ev": 3.39,
  "gap_ev": 5.50,
  "charge": -1,
  "symbols": ["C", "S", "H", "H", "H", "H", "C", "S", "H", "H", "H"],
  "coordinates": [[-0.7593, 1.0237, -0.0732], [-0.1100, 1.8742, -1.4985], [0.0303, 0.9476, 0.7289], [-1.3671, 0.2316, -0.6098], [-1.5101, 1.8041, 0.3306], [-0.3722, 0.7316, -2.1766], [-0.4985, -1.5652, 1.9309], [0.8833, -1.6032, 0.5355], [-1.2732, -1.1578, 1.4526], [-0.0706, -0.9853, 2.7345], [-0.2627, -2.6593, 1.8022]]
}


b.
{
  "formula": "C2H7S2",
  "method": "ωB97M-V with the def2-TZVPD basis set",
  "e_lumo_ev": 3.60,
  "gap_ev": 6.44,
  "charge": -1,
  "symbols": ["S", "H", "C", "C", "S", "H", "H", "H", "H", "H", "H"],
  "coordinates": [[3.7653, -0.1222, 0.1639], [3.9431, -1.4148, -0.1373], [-1.7482, 0.4825, -0.5023], [-0.5957, 0.2884, 0.4579], [0.2651, -1.3333, 0.1212], [-1.4948, 0.7103, -1.5287], [-2.4337, -0.3628, -0.5106], [-2.3642, 1.3392, -0.1741], [-0.9868, 0.1236, 1.4434], [0.1506, 1.0565, 0.3407], [1.4993, -0.7674, 0.3260]]
}


c.
{
  "formula": "C2H7S2",
  "method": "ωB97M-V with the def2-TZVPD basis set",
  "e_lumo_ev": 3.24,
  "gap_ev": 5.75,
  "charge": -1,
  "symbols": ["S", "H", "C", "S", "C", "H", "H", "H", "H", "H", "H"],
  "coordinates": [[-2.5008, -1.8520, -2.4396], [-1.8558, -2.9373, -1.9811], [-0.1544, 0.3838, -0.7235], [1.1201, -0.4727, 0.2648], [1.1576, 0.6573, 1.6655], [-0.1665, 1.4165, -0.4127], [-1.1247, -0.0680, -0.5334], [0.0558, 0.1799, -1.7592], [1.8913, 0.3577, 2.4157], [1.3910, 1.6627, 1.3265], [0.1863, 0.6722, 2.1771]]
}


Quick one: most stable of them? b


a.
{
  "formula": "C4H10NS",
  "method": "ωB97M-V with the def2-TZVPD basis set",
  "e_lumo_ev": -5.74,
  "gap_ev": 7.41,
  "charge": 1,
  "symbols": ["C", "C", "C", "C", "N", "S", "H", "H", "H", "H", "H", "H", "H", "H", "H", "H"],
  "coordinates": [[-1.5151, -0.0729, -0.1349], [0.6313, 0.5854, -1.1032], [-0.2850, 0.5711, 0.0077], [-0.0438, 1.5006, 1.1619], [0.6021, -0.1126, -2.2162], [0.5801, -2.3706, 1.1330], [-2.2499, 0.0364, 0.5417], [-1.7546, -0.6620, -1.1223], [1.3728, 1.4124, -1.1773], [0.8600, 1.2573, 1.5591], [-0.7833, 1.6996, 1.8993], [0.0903, 2.4113, 0.6731], [0.6072, -3.6297, 1.6632], [1.0567, 0.2479, -3.0372], [0.3003, -1.0683, -2.1997], [0.5308, -1.8060, 2.3519]]
}


b.
{
  "formula": "C4H10NS",
  "method": "ωB97M-V with the def2-TZVPD basis set",
  "e_lumo_ev": -3.51,
  "gap_ev": 10.35,
  "charge": 1,
  "symbols": ["C", "C", "S", "C", "C", "N", "H", "H", "H", "H", "H", "H", "H", "H", "H", "H"],
  "coordinates": [[-0.7560, -1.6395, -0.8629], [0.0844, -0.5251, -0.4227], [1.8302, -0.6064, -0.3187], [-0.3697, 0.9474, -0.6528], [-0.4636, 0.3425, 0.7296], [0.4937, 1.0468, 1.5731], [-0.4306, -2.6458, -0.5431], [-0.6418, -1.5975, -1.9481], [-1.8439, -1.5793, -0.5251], [2.1791, -0.2276, -1.6872], [-1.2093, 1.1576, -1.1930], [0.4023, 1.6869, -0.8016], [-1.3716, 0.2361, 1.2686], [0.6477, 0.4695, 2.4901], [0.0391, 1.9021, 1.8739], [1.4098, 1.0323, 1.0199]]
}


Quick one: most stable of them? b


a.
{
  "formula": "C6H16N2",
  "method": "ωB97M-V with the def2-TZVPD basis set",
  "multiplicity": 2,
  "e_lumo_ev": [-2.99, -7.83],
  "gap_ev": [11.03, 6.08],
  "charge": 1,
  "symbols": ["C", "N", "C", "C", "C", "C", "C", "N", "H", "H", "H", "H", "H", "H", "H", "H", "H", "H", "H", "H", "H", "H", "H", "H"],
  "coordinates": [[1.9178, -1.7651, -0.3191], [0.5261, -1.3046, -0.0427], [0.2978, 0.1036, -0.3507], [-1.1835, 0.1778, -0.8715], [-1.6086, 1.5298, -1.3997], [-2.2467, -0.3091, 0.2164], [0.5013, 0.9703, 0.8886], [1.7383, 0.5640, 1.5944], [1.9596, -2.7824, -0.7470], [2.4962, -1.8494, 0.6310], [2.2951, -1.1173, -1.1210], [0.3232, -1.5122, 0.9553], [0.9267, 0.3767, -1.2322], [-1.3393, -0.5988, -1.6688], [-1.9136, 2.1879, -0.5723], [-0.7251, 1.9173, -1.9298], [-2.5047, 1.3644, -1.9990], [-3.0129, 0.4486, 0.2661], [-1.6923, -0.2290, 1.2613], [-2.4934, -1.3420, 0.0617], [0.7819, 2.0006, 0.6373], [-0.3926, 0.9916, 1.5733], [2.2521, 1.3295, 1.9958], [1.4671, -0.1283, 2.2725]]
}


b.
{
  "formula": "C6H16N2",
  "method": "ωB97M-V with the def2-TZVPD basis set",
  "multiplicity": 2,
  "e_lumo_ev": [-2.86, -8.04],
  "gap_ev": [10.36, 5.14],
  "charge": 1,
  "symbols": ["C", "N", "C", "C", "C", "N", "C", "C", "H", "H", "H", "H", "H", "H", "H", "H", "H", "H", "H", "H", "H", "H", "H", "H"],
  "coordinates": [[-0.4184, -0.4520, 0.4356], [0.4785, 0.7368, 0.8065], [0.7510, 0.4612, 2.2934], [1.7708, -0.7998, 2.5194], [-0.7126, -0.5095, -0.9791], [-1.5491, -1.8054, -1.2809], [-0.0312, 1.5862, -2.2173], [-1.1524, 0.7533, -1.6764], [-1.3009, -0.5012, 1.0757], [0.1107, -1.4209, 0.8210], [1.2640, 0.9972, 0.2381], [1.3521, 1.2895, 2.5064], [-0.1660, 0.5678, 2.9005], [2.1113, -1.0190, 3.5263], [1.3724, -1.7401, 2.1561], [2.6398, -0.5452, 2.0441], [0.1498, -0.8372, -1.5563], [-2.4504, -1.8294, -0.8184], [-1.7202, -1.9646, -2.2583], [0.6739, 0.9767, -2.7930], [-0.2065, 2.2930, -2.9172], [0.6021, 1.8956, -1.4699], [-1.9053, 0.3636, -2.3867], [-1.6635, 1.5032, -0.9695]]
}


Quick one: most stable of them? a


a.
{
  "formula": "C5H10NS",
  "method": "ωB97M-V with the def2-TZVPD basis set",
  "e_lumo_ev": -4.17,
  "gap_ev": 9.89,
  "charge": 1,
  "symbols": ["C", "C", "C", "C", "C", "N", "S", "H", "H", "H", "H", "H", "H", "H", "H", "H", "H"],
  "coordinates": [[0.3914, -0.6035, -1.5286], [1.3686, -0.7028, -0.4278], [-1.0074, -0.7046, -0.8262], [0.9113, 0.3243, 0.6044], [-1.2699, 1.3018, 1.3063], [-0.4583, 0.1851, 0.8005], [-1.3722, -0.2455, 2.1765], [0.3849, 0.4755, -2.0234], [0.6624, -1.2320, -2.4577], [1.3185, -1.7604, -0.1481], [2.4107, -0.5824, -0.7589], [-1.8952, -0.1227, -1.1313], [-1.0295, -1.7152, -0.3112], [1.3392, 0.2055, 1.6382], [1.2471, 1.3891, 0.2957], [-0.7537, 2.1508, 1.9417], [-2.2479, 1.6371, 0.8500]]
}


b.
{
  "formula": "C5H10NS",
  "method": "ωB97M-V with the def2-TZVPD basis set",
  "e_lumo_ev": [-6.48, -6.18],
  "gap_ev": [6.01, 6.53],
  "charge": 1,
  "symbols": ["C", "C", "C", "C", "C", "N", "S", "H", "H", "H", "H", "H", "H", "H", "H", "H", "H"],
  "coordinates": [[1.4103, 0.4345, 0.6718], [-0.7325, -0.1568, -0.0987], [-0.3375, 0.7278, -1.2305], [-0.8703, 0.6099, -2.6124], [-0.1254, -1.0266, 2.0865], [0.2759, -0.2184, 0.8976], [2.5529, 0.5328, 1.9540], [-1.7399, 0.2008, 0.1069], [-0.9306, -1.2853, -0.4033], [0.3264, 1.5773, -0.9416], [-0.5121, -0.4377, -2.9181], [-0.4276, 1.4325, -3.2464], [-1.9696, 0.5375, -2.7708], [0.7393, -1.0682, 2.9202], [-0.3223, -2.0113, 1.7229], [-1.0179, -0.5987, 2.5304], [3.6810, 0.7497, 1.3314]]
}


Quick one: most stable of them? a


a.
{
  "formula": "C5H10NS",
  "method": "ωB97M-V with the def2-TZVPD basis set",
  "e_lumo_ev": [-7.94, -7.94],
  "gap_ev": [5.27, 5.25],
  "charge": 1,
  "symbols": ["C", "C", "C", "C", "C", "N", "S", "H", "H", "H", "H", "H", "H", "H", "H", "H", "H"],
  "coordinates": [[0.4096, 0.5018, 0.3164], [0.4247, -1.1549, -0.8303], [0.8949, -0.8391, 0.6974], [0.2895, -1.5340, 1.8446], [-0.2504, 1.2570, -1.8717], [0.1476, 0.2720, -0.9212], [-1.3817, 3.1160, 1.5937], [1.1887, -1.3507, -1.5107], [-0.4966, -1.8305, -1.0271], [2.0713, -0.8222, 0.6222], [0.5577, -0.8481, 2.7034], [0.7591, -2.5197, 2.1043], [-0.8642, -1.5371, 1.8250], [-0.2140, 2.2736, -1.5807], [-1.3689, 1.2631, -1.8687], [0.1734, 0.9246, -2.8642], [-2.3408, 2.8282, 0.7677]]
}


b.
{
  "formula": "C5H10NS",
  "method": "ωB97M-V with the def2-TZVPD basis set",
  "e_lumo_ev": -4.10,
  "gap_ev": 8.66,
  "charge": 1,
  "symbols": ["C", "C", "C", "C", "C", "N", "S", "H", "H", "H", "H", "H", "H", "H", "H", "H", "H"],
  "coordinates": [[-3.1308, 0.7420, 0.0511], [-1.2206, 0.1782, 0.3380], [0.1320, 0.4004, 0.2494], [0.8011, 1.6145, -0.2920], [1.3925, -1.5990, -0.4765], [1.0408, -0.7065, 0.6510], [-4.1196, -0.4451, -0.1371], [-3.2100, 1.8101, 0.0735], [-1.4958, -0.7995, 0.7203], [1.8083, 1.7510, 0.1039], [0.2127, 2.4946, -0.0441], [0.8732, 1.5835, -1.3805], [1.8822, -1.0254, -1.2584], [2.0608, -2.3943, -0.1473], [0.4855, -2.0432, -0.8790], [1.9017, -0.2993, 1.0402], [0.5859, -1.2620, 1.3876]]
}


Quick one: most stable of them? b